Density functional theory data (ωB97M-V/def2-TZVPD) for C25H30BeN3O9 as an isolated structure at a distorted geometry.

**Lowest unoccupied orbital energy**: 0.6 eV
**M**: 525.5 g mol⁻¹
**Relative energy (zero: lowest compared OMol25 entry of this formula, charge and spin)**: 31.9 kcal/mol
**Net charge**: -1
**HOMO energy**: -3.173 eV
**Orbital gap**: 3.80 eV

Last column: Mulliken charge in e.
Element x y z (Å)
O: 0.4811 -1.0626 -3.0709  0.044
C: 0.7586 -2.5202 -2.8846  -0.070
C: 1.6840 -2.5712 -4.0904  -0.809
H: -0.1809 -3.0720 -2.9982  0.289
H: 1.2440 -2.7021 -1.9183  -0.124
C: 1.3517 -1.0794 -4.2713  1.304
H: 1.3168 -3.2139 -4.8905  0.332
H: 2.7256 -2.7591 -3.8256  0.318
C: 0.5244 -0.7793 -5.5023  -1.630
H: -0.3122 -1.4858 -5.5725  0.385
H: 1.1487 -0.8615 -6.3995  0.412
H: 0.1189 0.2384 -5.4443  0.274
C: 2.5287 -0.1452 -4.1032  -1.665
H: 3.0735 -0.3771 -3.1783  0.290
H: 2.1853 0.8961 -4.0626  0.295
H: 3.2046 -0.2578 -4.9605  0.444
Be: -1.3590 1.1318 -0.8717  -0.797
C: 0.1918 3.5875 1.6715  -0.513
C: 0.1401 2.6536 2.7481  -1.007
C: 1.2124 1.7326 2.5912  -0.576
H: -0.5720 2.6687 3.5695  0.626
C: 1.9458 2.1073 1.4243  -0.258
C: 1.3068 3.2452 0.8499  -0.940
H: 1.6083 3.7680 -0.0551  0.466
H: -0.4661 4.4364 1.5257  0.498
H: 1.4387 0.8959 3.2525  0.367
H: 2.8420 1.6153 1.0472  0.616
C: -1.5842 1.1847 -2.7976  -0.987
C: -0.3574 1.8184 -2.3947  -1.007
C: 0.3452 0.9325 -1.5652  -0.880
H: -0.0293 2.8201 -2.6906  0.483
C: -0.4074 -0.3099 -1.4846  2.067
C: -1.6465 -0.0926 -2.2172  -1.106
H: -2.4341 -0.8374 -2.3403  0.503
H: -2.3322 1.6290 -3.4592  0.386
H: 1.3172 1.1132 -1.1037  0.708
H: -0.1918 -1.1537 -0.8317  0.357
O: 1.5579 -2.7178 0.4216  -0.486
C: 2.4598 -1.6075 0.6217  0.563
C: 3.0325 -1.6466 2.0443  -0.655
H: 1.8933 -0.6721 0.4525  -0.598
H: 3.2351 -1.6693 -0.1601  0.365
C: 2.1533 -2.6721 2.7887  -0.452
H: 3.0131 -0.6571 2.5083  0.273
H: 4.0705 -1.9940 2.0056  0.306
C: 1.3366 -3.3728 1.6897  -0.369
H: 1.4626 -2.1803 3.4828  0.155
H: 2.7525 -3.4016 3.3406  0.336
H: 0.2589 -3.3381 1.9014  0.120
H: 1.6421 -4.4236 1.5765  0.354
O: -4.6475 2.7355 5.2680  -0.618
N: -4.2053 1.5807 5.0892  0.992
O: -4.2405 0.6973 5.9746  -0.626
C: -3.6076 1.2479 3.8180  -0.639
C: -3.5532 2.2149 2.8005  -0.626
C: -2.9436 1.8942 1.5775  -0.274
C: -2.3154 0.6184 1.4315  1.874
O: -1.3599 0.4699 0.5783  -0.068
C: -2.4430 -0.3538 2.4524  -0.887
C: -3.0342 -0.0269 3.6621  -0.171
N: -1.7294 -1.6057 2.2499  1.135
O: -1.2071 -2.1264 3.2662  -0.642
O: -1.7031 -2.1185 1.1210  -0.552
N: -2.6683 2.8949 0.6205  0.993
O: -2.8492 4.0855 0.8252  -0.558
O: -2.1969 2.4788 -0.5476  -0.465
H: -3.9483 3.2135 2.9602  0.545
H: -3.0369 -0.7408 4.4832  0.577

Cartesian forces (eV/Å) of the 2 atoms listed first:
2.81 -3.32 -3.43
-0.40 0.91 0.24